# 1
DFT (ωB97M-V/def2-TZVPD) results for a structure of composition C2H4O2S in a non-equilibrium geometry.

Each line ends with the natural charge from an NBO analysis.
Cartesian coordinates (Å):
C  -0.33  -0.14  0.45  -0.700
C  0.66  0.31  -0.60  0.751
H  -0.05  -2.30  -0.63  0.158
H  0.37  0.36  1.53  0.265
H  -1.64  0.37  0.66  0.256
H  -0.71  1.86  -0.35  0.513
O  0.21  1.54  -0.82  -0.692
O  1.61  -0.14  -1.20  -0.537
S  -0.13  -1.87  0.97  -0.015

Properties
HOMO-LUMO gap = 0.3460 hartree
Calculated total energy = -627.13422 Ha
HOMO = -9.455 eV
Energy above the lowest of the compared OMol25 structures with the same formula, charge and spin = 94.1 kcal per mole

# 2
DFT (ωB97M-V/def2-TZVPD) results for a cluster of 2 separate species, C2H8NO in total in a non-equilibrium geometry.

Each line ends with the natural charge from an NBO analysis.
Cartesian coordinates (Å):
N  -0.97  1.61  -0.98  -1.300
H  -1.72  1.91  -1.61  0.362
H  -0.07  1.71  -1.52  0.273
H  -1.03  2.22  -0.15  0.371
H  -1.31  0.68  -0.62  0.430
O  -0.98  -0.47  0.54  -0.619
C  -0.06  -1.25  0.81  0.408
C  1.40  -1.02  0.64  -0.742
H  -0.42  -2.23  1.07  0.119
H  1.70  -2.07  0.80  0.219
H  1.86  -0.39  1.41  0.250
H  1.61  -0.71  -0.39  0.230

Properties
HOMO-LUMO gap (spin up / spin down) = 0.1395 / 0.4073 hartree
Calculated total energy = -210.84965 Ha
HOMO (spin up / spin down) = -3.483 / -10.276 eV
2S+1 = 2
Energy above the lowest of the compared OMol25 structures with the same formula, charge and spin = 50.6 kcal per mole

# 3
DFT (ωB97M-V/def2-TZVPD) results for a structure of composition C18H16NPtS4 in a non-equilibrium geometry.

Each line ends with the natural charge from an NBO analysis.
Cartesian coordinates (Å):
Pt  -0.31  0.54  -2.84  0.789
S  1.74  -3.00  -4.69  0.196
C  0.96  -1.67  -4.19  -0.621
S  -0.71  -1.60  -3.81  0.196
S  1.75  -0.18  -3.81  0.196
C  0.48  -3.36  3.18  -0.596
C  1.41  -2.43  2.37  -0.086
C  1.83  -3.18  1.10  -0.609
C  2.67  -2.10  3.18  -0.596
C  0.66  -1.14  2.05  0.030
C  0.20  -0.34  3.12  -0.124
C  -0.48  0.84  2.91  -0.212
C  -0.72  1.24  1.60  -0.251
S  -1.53  2.65  1.02  0.518
C  -1.24  2.14  -0.60  0.071
N  -0.58  1.01  -0.69  -0.520
C  -0.27  0.46  0.53  0.192
C  0.42  -0.73  0.75  -0.247
C  -1.65  2.87  -1.78  -0.078
C  -2.35  4.07  -1.73  -0.170
C  -2.72  4.71  -2.91  -0.172
C  -2.39  4.14  -4.13  -0.165
C  -1.70  2.94  -4.20  -0.227
C  -1.33  2.31  -3.03  -0.102
H  0.99  -4.29  3.40  0.222
H  -0.42  -3.58  2.62  0.214
H  0.19  -2.90  4.13  0.209
H  2.36  -4.09  1.38  0.228
H  2.52  -2.58  0.49  0.209
H  0.97  -3.47  0.49  0.209
H  3.22  -3.01  3.40  0.222
H  2.42  -1.62  4.13  0.210
H  3.31  -1.43  2.62  0.214
H  0.38  -0.66  4.13  0.221
H  -0.83  1.44  3.75  0.239
H  0.75  -1.31  -0.10  0.232
H  -2.60  4.50  -0.77  0.231
H  -3.26  5.64  -2.86  0.242
H  -2.68  4.64  -5.05  0.242
H  -1.45  2.52  -5.16  0.249

Properties
HOMO-LUMO gap = 0.2075 hartree
Calculated total energy = -2462.07129 Ha
HOMO = -11.904 eV
Energy above the lowest of the compared OMol25 structures with the same formula, charge and spin = 11.6 kcal per mole
Charge = +1

# 4
DFT (ωB97M-V/def2-TZVPD) results for the molecule C11H20N2O3 in a non-equilibrium geometry.

Each line ends with the natural charge from an NBO analysis.
Cartesian coordinates (Å):
C  -1.99  0.01  0.82  -0.179
C  -0.57  -0.48  0.88  0.693
C  -3.05  -1.08  0.92  -0.393
C  -3.71  -1.16  -0.54  -0.437
C  -3.43  0.24  -1.10  -0.229
C  1.41  -0.56  -0.59  -0.166
C  1.71  -2.02  -0.53  0.776
C  2.21  0.12  0.50  -0.244
C  3.67  -0.11  0.17  -0.615
C  1.84  1.67  0.59  -0.405
C  1.76  2.67  -0.64  -0.649
H  -1.90  1.60  -0.46  0.364
H  -2.05  0.51  1.91  0.210
H  -3.97  -0.67  1.57  0.229
H  -2.57  -2.10  1.12  0.237
H  -4.73  -1.49  -0.92  0.241
H  -2.97  -1.80  -1.04  0.198
H  -4.25  1.08  -1.36  0.209
H  -2.80  -0.03  -1.99  0.169
H  -0.67  0.02  -1.09  0.408
H  1.63  -0.19  -1.59  0.248
H  2.08  -0.42  1.48  0.240
H  3.93  -1.21  0.29  0.228
H  3.82  0.27  -0.88  0.207
H  4.31  0.33  0.89  0.219
H  0.95  1.74  1.10  0.198
H  2.60  1.87  1.46  0.216
H  2.66  3.06  -1.32  0.239
H  0.90  2.49  -1.20  0.202
H  1.17  3.60  -0.14  0.223
H  1.15  -2.05  1.28  0.500
N  -2.60  0.91  -0.10  -0.629
N  -0.11  -0.56  -0.37  -0.625
O  -0.06  -0.90  1.81  -0.604
O  1.97  -2.65  -1.60  -0.589
O  1.63  -2.70  0.67  -0.692

Properties
SMILES = CC[C@H](C)[C@H](NC(=O)[C@@H]1CCCN1)C(=O)O
HOMO-LUMO gap = 0.3496 hartree
Calculated total energy = -766.25115 Ha
HOMO = -9.177 eV
Energy above the lowest of the compared OMol25 structures with the same formula, charge and spin = 109.4 kcal per mole

# 5
DFT (ωB97M-V/def2-TZVPD) results for a structure of composition C34H37CaN5 in a non-equilibrium geometry.

Each line ends with the Löwdin charge.
Cartesian coordinates (Å):
Ca  -0.39  0.26  0.70  1.323
N  -3.91  1.05  0.64  0.063
N  -0.68  2.39  -1.02  -0.105
C  1.36  -1.50  -0.61  -0.295
C  0.20  -1.44  -1.44  -0.300
C  -0.89  -1.99  -0.71  -0.318
C  -2.30  -2.07  -1.16  -0.068
H  -2.37  -1.93  -2.25  0.067
H  -2.95  -1.31  -0.69  0.056
H  -2.73  -3.06  -0.92  0.071
C  -0.40  -2.44  0.55  -0.327
C  -1.15  -3.22  1.56  -0.070
H  -0.90  -4.29  1.50  0.075
H  -2.23  -3.13  1.43  0.064
H  -0.91  -2.90  2.59  0.068
C  0.98  -2.09  0.63  -0.324
C  1.86  -2.34  1.80  -0.070
H  1.37  -2.08  2.75  0.066
H  2.78  -1.74  1.73  0.062
H  2.17  -3.39  1.86  0.072
C  0.16  -1.00  -2.85  -0.060
H  0.23  -1.85  -3.55  0.075
H  0.99  -0.32  -3.09  0.053
H  -0.77  -0.46  -3.08  0.065
C  2.74  -1.16  -1.02  -0.048
H  3.34  -0.82  -0.17  0.062
H  2.74  -0.35  -1.77  0.065
H  3.26  -2.02  -1.47  0.079
C  -4.76  1.31  1.62  -0.191
H  -5.64  0.66  1.70  0.102
C  -4.56  2.33  2.57  -0.120
H  -5.30  2.46  3.35  0.079
C  -3.40  3.11  2.48  -0.109
H  -3.21  3.89  3.22  0.094
C  -2.51  2.89  1.43  -0.061
H  -1.60  3.47  1.30  0.095
C  -2.81  1.86  0.48  -0.384
C  -2.00  1.51  -0.63  -0.171
H  -2.46  1.08  -1.53  0.083
C  0.57  2.05  -0.60  -0.174
C  -0.63  3.44  -1.93  -0.095
H  -1.52  3.86  -2.34  0.096
C  0.66  3.71  -2.16  -0.088
H  1.14  4.43  -2.80  0.103
N  1.39  2.79  -1.39  -0.041
C  2.76  2.48  -1.57  -0.196
C  3.25  2.30  -2.88  -0.258
C  4.61  1.98  -3.04  -0.058
H  5.01  1.87  -4.05  0.096
C  5.44  1.80  -1.94  -0.348
C  6.90  1.53  -2.14  -0.118
H  7.29  0.88  -1.35  0.056
H  7.48  2.47  -2.12  0.047
H  7.08  1.06  -3.11  0.057
C  4.91  1.89  -0.65  -0.080
H  5.55  1.72  0.22  0.085
C  3.56  2.21  -0.45  -0.248
C  3.02  2.26  0.94  -0.086
H  2.29  3.07  1.10  0.068
H  3.86  2.43  1.63  0.065
H  2.56  1.31  1.26  0.059
C  2.37  2.35  -4.09  -0.094
H  1.97  3.35  -4.27  0.046
H  1.54  1.64  -4.06  0.065
H  2.98  2.09  -4.96  0.064
N  -5.73  -2.30  3.97  0.061
C  -4.69  -1.76  3.99  -0.246
C  -3.41  -1.09  4.03  -0.279
C  -2.79  -0.78  5.25  -0.126
C  -1.57  -0.12  5.22  -0.130
C  -0.99  0.20  3.99  -0.231
N  -1.58  -0.13  2.81  -0.092
C  -2.77  -0.76  2.84  -0.145
H  -3.28  -1.05  6.18  0.084
H  -1.04  0.15  6.13  0.083
H  -0.03  0.72  3.92  0.077
H  -3.24  -0.99  1.87  0.105

Properties
HOMO-LUMO gap (spin up / spin down) = 0.1593 / 0.0997 hartree
Calculated total energy = -2269.11965 Ha
HOMO (spin up / spin down) = 0.410 / 2.088 eV
Energy above the lowest of the compared OMol25 structures with the same formula, charge and spin = 0.0 kcal per mole
Charge = -2

# 6
DFT (ωB97M-V/def2-TZVPD) results for a cluster of 4 separate species, C28H45Cl2IO6 in total in a non-equilibrium geometry.

Each line ends with the Löwdin charge.
Cartesian coordinates (Å):
C  -4.85  -1.60  1.09  -0.113
C  -3.87  -2.75  0.89  -0.740
Cl  -4.55  -4.32  1.39  0.607
C  -3.44  -2.71  -0.64  -0.613
Cl  -3.46  -4.31  -1.47  0.643
C  -2.15  -1.98  -0.82  -0.136
C  -0.97  -2.40  -0.43  -0.065
C  -0.81  -3.75  0.24  -0.140
C  0.54  -3.99  0.92  -0.296
C  1.59  -4.60  -0.03  -0.661
I  1.63  -6.75  0.04  0.739
C  0.19  -1.50  -0.70  -0.280
O  1.30  -1.88  -0.76  0.144
C  -0.04  -0.04  -0.94  -0.127
C  1.09  0.95  -0.81  -0.126
C  0.69  2.15  0.07  -0.161
C  0.42  1.63  1.51  -0.152
C  1.31  2.31  2.57  -0.247
O  1.67  1.41  3.61  -0.084
C  -1.23  0.38  -1.31  0.076
C  -2.30  -0.64  -1.47  -0.320
O  -3.26  -0.36  -2.11  0.123
H  -5.04  -1.38  2.14  0.082
H  -5.78  -1.75  0.54  0.089
H  -4.38  -0.71  0.66  0.084
H  -2.99  -2.53  1.48  0.088
H  -4.22  -2.15  -1.14  0.082
H  -1.59  -3.93  0.98  0.099
H  -0.97  -4.51  -0.52  0.097
H  0.94  -3.11  1.42  0.108
H  0.40  -4.74  1.70  0.074
H  2.57  -4.27  0.30  0.039
H  1.49  -4.23  -1.04  0.038
H  1.29  1.31  -1.82  0.114
H  2.00  0.49  -0.43  0.121
H  -0.18  2.67  -0.33  0.090
H  1.56  2.82  0.10  0.106
H  -0.63  1.76  1.78  0.112
H  0.65  0.56  1.58  0.101
H  0.72  3.12  3.01  0.118
H  2.22  2.74  2.13  0.112
H  2.04  0.61  3.22  0.088
H  -1.46  1.42  -1.51  0.100
C  2.55  0.61  6.70  -0.177
C  2.87  -0.51  7.69  -0.174
C  4.02  -1.22  6.99  -0.210
O  4.72  -0.22  6.24  -0.142
C  3.94  0.98  6.19  -0.204
H  2.03  1.46  7.15  0.115
H  1.94  0.23  5.88  0.097
H  3.21  -0.08  8.64  0.112
H  2.02  -1.16  7.89  0.110
H  3.65  -1.98  6.29  0.115
H  4.70  -1.70  7.69  0.115
H  4.42  1.72  6.84  0.117
H  3.92  1.37  5.18  0.104
C  -4.01  3.81  -3.33  -0.162
C  -3.35  5.19  -3.29  -0.170
C  -2.55  5.11  -1.99  -0.200
O  -2.18  3.74  -1.83  -0.159
C  -2.91  2.93  -2.75  -0.211
H  -4.32  3.50  -4.33  0.115
H  -4.88  3.79  -2.68  0.116
H  -2.68  5.31  -4.14  0.114
H  -4.07  6.01  -3.30  0.112
H  -3.16  5.41  -1.13  0.118
H  -1.66  5.74  -2.02  0.117
H  -2.22  2.59  -3.53  0.125
H  -3.30  2.05  -2.24  0.093
C  2.15  -1.35  -5.49  -0.171
C  1.84  -0.02  -6.17  -0.172
C  1.82  0.93  -4.98  -0.210
O  2.74  0.41  -4.02  -0.151
C  3.11  -0.92  -4.40  -0.199
H  2.57  -2.09  -6.17  0.113
H  1.24  -1.76  -5.05  0.113
H  2.64  0.25  -6.85  0.114
H  0.90  -0.02  -6.73  0.112
H  0.83  0.97  -4.52  0.109
H  2.11  1.95  -5.25  0.117
H  4.14  -0.89  -4.77  0.118
H  3.07  -1.57  -3.52  0.113

Properties
SMILES = C[C@@H](Cl)[C@H](Cl)C1=C(CCCI)C(=O)C(CCCCO)=CC1=O.C1CCOC1.C1CCOC1.C1CCOC1
HOMO-LUMO gap = 0.2960 hartree
Calculated total energy = -2763.32924 Ha
HOMO = -9.301 eV

The lowest calculated total energy belongs to which entry? C28H45Cl2IO6